(1)
{"formula": "C2H8NO2", "method": "wB97M-V/def2-TZVPD", "gap_ev": [10.78, 6.53], "spin_multiplicity": 2, "s_squared": 0.756, "e_homo_ev": [-9.9, -9.8], "largest_force_ev_per_a": 4.4, "species": ["O", "O", "N", "C", "C", "H", "H", "H", "H", "H", "H", "H", "H"], "xyz": [[-1.4026, -0.5242, -1.1827], [0.4197, 0.9413, -0.4444], [2.2570, -0.8947, 0.3587], [1.2766, 0.4945, 0.4654], [-2.1426, -0.0274, -0.0720], [2.8287, -0.7935, -0.4928], [-2.9214, -0.7592, 0.2397], [-2.6397, 0.9276, -0.4238], [0.8257, 0.2100, 1.3849], [1.4890, -1.4835, -0.0760], [-1.5285, 0.4931, 0.7064], [2.0831, 1.3375, 0.5340], [-0.5450, 0.0786, -0.9973]], "forces_ev_per_angstrom": [[2.2, 1.3, 1.7], [1.4, -0.1, -0.3], [-3.3, 1.8, -2.3], [3.5, -1.1, 0.0], [-1.5, 2.0, -0.6], [0.2, 0.3, 0.4], [0.8, 0.6, 0.2], [-0.4, -1.0, 0.1], [-0.5, 0.5, 1.2], [1.0, 0.1, 0.9], [-0.3, -1.6, 0.0], [-1.3, -1.0, 0.3], [-1.8, -1.8, -1.6]], "mulliken_charge": [-0.52, -0.41, -0.66, -0.14, -0.51, 0.26, 0.25, 0.22, 0.31, 0.27, 0.19, 0.30, 0.44]}

(2)
{"formula": "C2H8NO2", "method": "wB97M-V/def2-TZVPD", "gap_ev": 11.88, "e_homo_ev": -15.3, "total_charge": 1, "largest_force_ev_per_a": 3.7, "species": ["O", "O", "N", "C", "C", "H", "H", "H", "H", "H", "H", "H", "H"], "xyz": [[-1.2148, -0.2511, -0.4336], [-2.9386, -0.1892, -1.9562], [0.9696, 0.1131, 1.0149], [2.3682, -0.1129, 0.3742], [-2.4262, -0.2230, -0.7249], [1.0096, 0.9428, 1.6632], [0.2891, 0.2574, 0.2793], [2.5445, 0.8552, 0.0044], [0.6391, -0.8057, 1.3460], [3.1497, -0.2633, 1.1332], [2.2385, -0.9796, -0.2716], [-3.2295, 0.0846, -0.0158], [-3.3991, 0.5718, -2.4132]], "forces_ev_per_angstrom": [[-3.4, -0.9, -1.2], [1.0, -0.4, -1.2], [1.8, -0.5, 0.3], [-1.1, -0.2, 1.7], [0.9, 3.3, 0.3], [-0.5, -1.6, -0.4], [-0.5, 0.6, -0.6], [0.6, 0.7, -1.6], [0.1, 0.8, 1.0], [-0.6, -0.3, 0.0], [0.4, 0.5, -0.4], [0.7, -0.9, 0.4], [0.5, -1.1, 1.5]], "mulliken_charge": [-0.57, -0.44, -0.32, -0.76, 0.25, 0.38, 0.39, 0.38, 0.36, 0.32, 0.33, 0.30, 0.40]}

Energy? In order: -286.06577, -285.95758 Ha.
ΔE to the lowest compared entry with this formula, charge and spin? In order: 215.9, 159.8 kJ/mol.